# 1
Computed, not measured: C50H39Cl4MgN4P as an isolated structure, with ωB97M-V with the def2-TZVPD basis set.

Element x y z (Å)
Cl (5.39157, -7.64601, 2.66366)
Cl (-7.25418, 5.95448, 0.27769)
Cl (-4.40862, -5.87699, -6.04286)
Cl (4.96275, 5.35406, 5.66578)
P (0.80870, 1.58110, -1.39733)
Mg (-0.17193, -0.30327, 0.28303)
N (-0.01300, -2.30834, -0.28027)
N (-2.05915, -0.29101, -0.54342)
N (-0.71746, 1.31726, 1.44201)
N (1.35669, -0.67178, 1.60668)
C (-0.83453, -2.94685, -1.15791)
C (0.55780, -4.53299, -0.39303)
C (-3.98812, 2.83084, 0.36114)
C (-5.23604, 4.53544, -0.82185)
C (-1.96010, -2.40319, -1.79786)
C (1.87767, -3.02517, 1.12466)
C (2.74005, 3.84535, 5.36707)
C (-3.79079, -0.68314, -1.99953)
C (-1.88645, -3.55552, -4.00449)
C (2.65487, 1.49794, -1.54156)
C (-2.88648, 1.83058, 0.40342)
C (2.75731, -4.16828, 1.48863)
C (2.10758, -1.79730, 1.76125)
C (-6.00886, 4.74781, 0.30838)
C (-2.59826, -3.24464, -2.84627)
C (-1.81634, 2.09870, 1.26970)
C (1.41455, 1.57538, 2.63129)
C (-4.23125, 3.58247, -0.78782)
C (4.32057, 3.80045, 3.55117)
C (4.37589, -6.31465, 2.21306)
C (2.76184, -4.65130, 2.79731)
C (1.92063, 2.97283, 4.66865)
C (0.56950, 3.36346, -0.96970)
C (-4.07689, 0.46218, -1.33986)
C (3.18134, 0.06038, -1.48957)
C (1.19467, 4.39005, -1.91175)
C (2.27840, 2.50729, 3.40513)
C (0.25307, 1.58252, -3.16309)
C (3.21932, -1.52718, 2.64036)
C (0.14262, 2.01260, 2.23782)
C (3.56367, -5.71976, 3.16437)
C (3.93435, 4.25816, 4.80085)
C (-5.79166, 4.01148, 1.46110)
C (1.93245, 0.29475, 2.37594)
C (-1.65796, 3.33538, 2.00109)
C (3.58084, -4.78748, 0.55097)
C (-3.71564, -4.86150, -4.81910)
C (3.11205, -0.23238, 3.02066)
C (-4.44247, -4.57385, -3.67576)
C (-2.97547, 0.71427, -0.43981)
C (0.85732, -3.24705, 0.19239)
C (-4.78521, 3.05893, 1.48061)
C (-2.43760, -4.35621, -4.99155)
C (-3.88019, -3.77062, -2.69639)
C (-0.43787, 3.29030, 2.58357)
C (4.38824, -5.85600, 0.90601)
C (0.13580, 0.17494, -3.75162)
C (-2.54279, -1.17398, -1.46213)
C (-0.47526, -4.34332, -1.24533)
C (3.49295, 2.92891, 2.86315)
H (-3.61481, 3.42533, -1.66432)
H (-0.88789, -3.15685, -4.13356)
H (1.05614, -5.45648, -0.15295)
H (1.02950, 5.39212, -1.51348)
H (2.11272, -4.18966, 3.53023)
H (-5.41714, 5.11336, -1.71794)
H (3.05329, 2.06345, -0.69397)
H (4.27220, 0.04947, -1.49492)
H (5.25874, 4.12673, 3.12320)
H (0.03175, 4.05760, 3.17522)
H (5.03031, -6.32970, 0.17588)
H (0.99944, 2.62778, 5.12021)
H (-0.30178, 0.21028, -4.75037)
H (2.83289, -0.52021, -2.34494)
H (3.97555, -2.23974, 2.92350)
H (-0.50364, -0.44765, -3.12397)
H (1.11144, -0.30741, -3.82803)
H (-0.72973, 2.06344, -3.16754)
H (0.97047, 3.49343, 0.03822)
H (3.55992, -6.09030, 4.18039)
H (3.59902, -4.42166, -0.46786)
H (3.75171, 0.31537, 3.69223)
H (-0.98603, -5.08620, -1.83479)
H (-1.87918, -4.59117, -5.88741)
H (-4.37511, -1.15809, -2.76845)
H (2.97823, 1.99323, -2.45933)
H (-2.36700, 4.14592, 2.03347)
H (2.45654, 4.20130, 6.34828)
H (-4.95631, 1.07436, -1.44623)
H (-0.50942, 3.52455, -0.89581)
H (0.93154, 2.19495, -3.75893)
H (0.75072, 4.35054, -2.90603)
H (-4.62221, 2.47343, 2.37677)
H (2.84224, -0.44191, -0.58129)
H (2.27113, 4.24507, -2.00681)
H (3.78796, 2.56612, 1.88617)
H (-5.43535, -4.98339, -3.54838)
H (-6.40655, 4.18346, 2.33400)
H (-4.43580, -3.57145, -1.78925)

Summary:
**Orbital gap**: 5.67 eV
**E**: -123272.5575 eV

Löwdin population analysis, charges in e, atoms 1 to 4: 0.664, 0.665, 0.664, 0.665

=====

# 2
Computed, not measured: a 2-piece molecular cluster, C4H8N2O overall at a distorted geometry, with ωB97M-V with the def2-TZVPD basis set.

Element x y z (Å)
O (2.28705, -0.64040, -0.51920)
N (1.17198, 2.19715, -0.19638)
N (0.34311, -2.37517, 0.38207)
C (-0.03174, -1.18287, -0.03318)
C (0.97534, -0.23976, -0.30915)
C (0.65061, 1.08952, -0.39344)
C (-2.06370, 0.70646, 0.26047)
H (2.84871, 0.14662, -0.51727)
H (-2.60416, 0.02821, -0.38228)
H (-1.88479, 0.26664, 1.23077)
H (0.85304, 2.98546, -0.75108)
H (-0.33117, -3.11966, 0.45007)
H (-0.96223, 1.08545, -0.19249)
H (-2.56111, 1.66779, 0.36681)
H (1.30905, -2.61543, 0.60428)

Summary:
**Energy relative to the best compared isomer or geometry (same formula, charge and spin)**: 136.8 kcal/mol
**Orbital gap (alpha / beta)**: 7.42 / 7.42 eV
**E**: -9300.4611 eV

Löwdin population analysis, charges in e, atoms 1 to 4: 0.029, 0.143, 0.071, -0.112

=====

# 3
Computed, not measured: C5H14O3 as an isolated structure at a distorted geometry, with ωB97M-V with the def2-TZVPD basis set.

Element x y z (Å)
O (0.75878, -1.46786, 0.31802)
O (-1.44018, -1.56025, 0.86577)
O (0.35001, 2.03600, 1.24355)
C (0.90671, 0.31960, -1.58381)
C (-0.18538, -1.08682, 1.09974)
C (-0.17142, -0.00226, -2.61665)
C (-0.59291, 1.17278, 0.62694)
C (0.10306, -0.83217, 2.54340)
H (1.85363, -0.16213, -1.85575)
H (-0.79751, -0.53267, 3.07488)
H (0.09589, 0.34365, -3.61783)
H (-0.33919, -1.08072, -2.67740)
H (0.89383, -0.66845, -0.54368)
H (1.02432, 2.26542, 0.59365)
H (-1.12314, 0.46493, -2.35054)
H (1.15186, 1.38586, -1.58376)
H (0.48579, -1.75674, 2.98321)
H (0.85864, -0.05448, 2.63244)
H (0.12584, 0.50383, -0.33083)
H (-1.34055, 0.94382, 1.37983)
H (-1.46367, -1.92116, -0.03208)
H (-1.15440, 1.68983, -0.16911)

Summary:
**Energy relative to the best compared isomer or geometry (same formula, charge and spin)**: 86.5 kcal/mol
**Orbital gap**: 8.90 eV
**E**: -11550.3718 eV

Löwdin population analysis, charges in e, atoms 1 to 4: 0.001, 0.084, -0.102, -0.241